(1)
ORCA calculation (wB97M-V/def2-TZVPD) on a cluster of 11 separate species, C22H66O11 in total in a non-equilibrium geometry.

Values from the calculation:
2S+1: 1
LUMO: 0.38 eV
HOMO-LUMO gap: 9.57 eV

Structure (XYZ):
```
99
Properties=species:S:1:pos:R:3:mulliken_charge:R:1
C 7.308 -18.206 1.712 -0.889
C 6.352 -18.755 2.841 0.077
O 5.350 -17.855 3.224 -0.532
H 8.233 -18.798 1.692 0.115
H 7.583 -17.188 2.030 0.273
H 6.858 -18.064 0.710 0.379
H 6.811 -19.130 3.757 -0.102
H 5.934 -19.659 2.480 0.526
H 4.621 -17.777 2.632 0.217
C 2.680 -16.934 5.729 -1.291
C 3.653 -18.036 6.078 -0.306
O 4.999 -17.564 5.984 0.888
H 2.991 -16.492 4.742 0.197
H 2.773 -16.093 6.406 0.269
H 1.609 -17.183 5.712 0.375
H 3.486 -18.870 5.368 0.276
H 3.575 -18.494 7.058 0.389
H 5.245 -17.525 5.047 -0.402
C 6.643 -21.950 6.824 -1.145
C 5.886 -20.628 6.845 0.613
O 4.954 -20.573 7.914 -0.658
H 6.035 -22.832 6.608 0.381
H 7.196 -22.158 7.726 0.283
H 7.314 -21.781 5.979 0.176
H 5.298 -20.519 5.917 0.296
H 6.660 -19.864 6.965 -0.366
H 5.281 -20.339 8.798 0.411
C 7.860 -19.031 9.553 -0.503
C 6.593 -18.183 9.621 -0.059
O 5.600 -18.961 10.310 -0.612
H 7.685 -19.971 9.011 -0.093
H 8.203 -19.218 10.561 0.456
H 8.585 -18.466 8.999 0.152
H 6.192 -17.983 8.634 -0.042
H 6.809 -17.221 10.129 0.350
H 4.795 -18.444 10.313 0.375
C 11.533 -14.866 1.686 -0.805
C 12.921 -15.234 1.192 -0.358
O 13.261 -16.442 1.872 -0.356
H 11.000 -14.103 1.115 0.435
H 11.575 -14.385 2.663 0.236
H 10.877 -15.712 1.706 0.036
H 13.666 -14.506 1.346 0.412
H 12.976 -15.341 0.099 0.265
H 14.193 -16.705 1.717 0.206
C 8.101 -17.141 5.862 -0.086
C 9.522 -16.669 5.514 -0.489
O 10.539 -17.514 6.135 -0.508
H 7.897 -17.149 6.931 0.153
H 7.906 -18.189 5.587 -0.146
H 7.456 -16.394 5.388 -0.060
H 9.661 -15.661 5.911 0.295
H 9.714 -16.652 4.452 0.318
H 11.434 -17.239 5.865 0.118
C 13.936 -16.706 6.835 -1.198
C 14.103 -16.998 5.353 -0.173
O 12.825 -17.279 4.764 -0.465
H 14.963 -16.457 7.129 0.401
H 13.706 -17.609 7.411 0.209
H 13.228 -15.900 7.044 0.317
H 14.706 -17.894 5.230 0.325
H 14.613 -16.192 4.823 0.346
H 12.805 -17.117 3.817 0.149
C 11.319 -18.633 -0.098 -1.487
C 11.209 -18.969 1.345 0.791
O 10.301 -19.982 1.551 -0.635
H 11.996 -17.806 -0.279 0.293
H 10.401 -18.282 -0.556 0.307
H 11.595 -19.491 -0.700 0.376
H 10.943 -18.092 1.925 -0.351
H 12.195 -19.231 1.705 0.267
H 10.281 -20.313 2.491 0.463
C 6.206 -14.051 5.841 -0.598
C 5.608 -14.268 7.221 -0.282
O 5.859 -15.544 7.736 -0.413
H 7.255 -14.274 5.822 0.014
H 6.102 -13.009 5.473 0.422
H 5.629 -14.722 5.166 0.069
H 4.552 -14.003 7.141 0.220
H 6.095 -13.612 7.940 0.362
H 5.677 -16.200 7.055 0.015
C 12.231 -22.280 3.750 -0.808
C 10.709 -22.354 3.747 -0.444
O 10.192 -21.044 3.916 -0.308
H 12.493 -21.556 2.967 0.101
H 12.632 -23.257 3.504 0.393
H 12.564 -21.827 4.672 0.232
H 10.363 -23.011 4.543 0.336
H 10.282 -22.741 2.829 0.374
H 10.488 -20.786 4.867 0.191
C 10.664 -20.661 8.696 -1.418
C 10.095 -20.828 7.342 0.726
O 10.908 -20.182 6.350 -0.562
H 10.153 -21.212 9.468 0.417
H 10.615 -19.609 8.969 0.253
H 11.715 -21.031 8.727 0.337
H 9.059 -20.567 7.202 -0.335
H 10.113 -21.894 7.104 0.266
H 10.647 -19.210 6.259 0.372
```



(2)
ORCA calculation (wB97M-V/def2-TZVPD) on a cluster of 11 separate species, C22H66O11S11 in total in a non-equilibrium geometry.

Values from the calculation:
2S+1: 1
LUMO: 0.15 eV
HOMO-LUMO gap: 8.79 eV

Structure (XYZ):
```
110
Properties=species:S:1:pos:R:3:mulliken_charge:R:1
C 15.146 13.520 8.209 -0.360
S 16.780 14.165 8.789 0.374
O 16.746 14.183 10.278 -0.569
C 17.837 12.665 8.407 -0.619
H 15.094 13.300 7.095 0.480
H 14.463 14.363 8.294 -0.084
H 14.689 12.657 8.754 0.159
H 18.709 12.786 9.092 0.356
H 18.146 12.681 7.355 0.388
H 17.260 11.782 8.649 -0.082
C 17.293 7.928 9.411 -0.908
S 15.534 8.208 9.138 0.516
O 15.179 9.662 9.455 -0.468
C 15.452 8.197 7.366 -0.822
H 17.903 8.785 8.975 0.208
H 17.626 6.944 8.954 0.365
H 17.507 7.881 10.499 0.319
H 14.473 8.295 6.936 0.234
H 15.968 7.299 6.952 0.374
H 16.081 9.025 7.007 0.231
C 11.184 15.401 7.855 -0.819
S 11.563 13.704 7.349 0.396
O 11.611 12.855 8.566 -0.350
C 10.018 13.355 6.536 -0.964
H 10.754 16.043 7.079 0.449
H 11.978 16.007 8.233 0.045
H 10.468 15.367 8.650 0.334
H 9.989 12.240 6.276 0.119
H 9.877 13.855 5.660 0.548
H 9.170 13.655 7.189 0.287
C 9.081 10.700 12.283 -0.361
S 7.997 11.987 11.498 0.569
O 7.871 11.726 9.997 -0.661
C 6.590 11.391 12.426 -0.875
H 9.072 10.918 13.348 0.096
H 10.103 10.915 11.915 -0.262
H 8.730 9.664 12.030 0.580
H 6.511 10.290 12.160 0.274
H 5.706 11.992 12.279 0.381
H 6.977 11.429 13.457 0.255
C 12.411 18.130 11.133 -1.001
S 13.417 16.847 10.249 0.928
O 13.717 17.327 8.883 -0.738
C 15.002 17.077 11.130 -0.995
H 12.117 17.727 12.131 0.190
H 11.441 18.264 10.590 0.284
H 12.876 19.081 11.231 0.387
H 15.273 18.088 10.813 0.478
H 15.642 16.285 10.723 0.164
H 14.877 17.011 12.220 0.302
C 17.087 10.761 16.197 -0.587
S 16.672 12.569 16.352 0.528
O 17.623 13.046 17.412 -0.672
C 15.087 12.214 17.088 -0.633
H 16.277 10.218 15.755 -0.057
H 17.229 10.243 17.201 0.336
H 17.983 10.693 15.662 0.357
H 14.681 13.137 17.495 0.357
H 15.295 11.502 17.899 0.343
H 14.427 11.711 16.363 0.022
C 11.412 9.744 9.230 -0.443
S 11.652 9.675 7.443 0.541
O 12.184 8.305 7.052 -0.727
C 9.875 9.690 7.201 -0.923
H 12.412 9.889 9.693 -0.199
H 11.017 8.777 9.524 0.659
H 10.721 10.569 9.402 0.116
H 9.694 9.645 6.122 0.400
H 9.404 10.621 7.626 0.176
H 9.474 8.728 7.679 0.307
C 13.286 13.384 11.136 0.147
S 13.582 13.037 12.809 0.489
O 12.401 12.143 13.169 -0.529
C 14.994 11.939 12.467 -0.132
H 12.356 13.983 11.148 0.302
H 13.141 12.466 10.534 -0.312
H 14.106 14.030 10.780 -0.105
H 15.760 12.492 11.926 0.301
H 14.591 11.120 11.922 -0.100
H 15.434 11.628 13.436 -0.036
C 10.157 10.711 17.641 -0.453
S 9.017 9.825 16.450 0.324
O 8.444 10.875 15.530 -0.583
C 10.335 9.037 15.588 -0.725
H 10.202 11.744 17.270 -0.084
H 11.204 10.361 17.575 0.206
H 9.774 10.640 18.621 0.411
H 10.781 8.279 16.232 0.486
H 11.086 9.724 15.184 0.027
H 9.912 8.538 14.691 0.366
C 12.720 8.956 13.141 -0.163
S 14.079 8.844 14.198 0.518
O 13.836 9.514 15.533 -0.585
C 14.048 6.966 14.544 -1.113
H 12.451 9.983 13.217 -0.543
H 11.928 8.309 13.510 0.370
H 13.025 8.793 12.130 0.483
H 14.799 6.815 15.323 0.361
H 14.366 6.476 13.638 0.403
H 13.020 6.683 14.779 0.256
C 11.168 14.105 15.515 -0.483
S 10.796 15.614 14.445 0.237
O 12.083 15.927 13.665 -0.509
C 9.704 14.812 13.370 -0.494
H 12.058 14.406 16.097 0.379
H 11.491 13.304 14.764 -0.260
H 10.263 13.820 16.076 0.447
H 10.098 13.839 12.973 -0.170
H 9.407 15.557 12.604 0.380
H 8.746 14.573 13.828 0.457
```



(3)
ORCA calculation (wB97M-V/def2-TZVPD) on a cluster of 11 separate species, C22H66O22 in total in a non-equilibrium geometry.

Values from the calculation:
2S+1: 1
LUMO: -0.01 eV
HOMO-LUMO gap: 9.56 eV

Structure (XYZ):
```
110
Properties=species:S:1:pos:R:3:mulliken_charge:R:1
O -0.477 -1.055 1.630 -0.554
C 0.418 -0.526 0.694 -0.588
C -0.199 0.037 -0.584 -0.060
O 0.816 0.251 -1.515 -0.502
H -0.996 -0.461 2.177 0.278
H 0.948 0.238 1.264 0.376
H 1.046 -1.397 0.512 0.362
H -0.544 1.058 -0.421 0.175
H -0.896 -0.660 -1.050 0.219
H 1.640 0.079 -1.053 0.295
O 5.352 4.241 -2.127 -0.474
C 6.380 5.201 -1.970 -0.219
C 7.787 4.930 -2.384 -0.532
O 8.429 4.073 -1.362 -0.500
H 5.700 3.390 -1.850 0.276
H 6.109 6.023 -2.633 0.287
H 6.356 5.523 -0.929 0.251
H 8.405 5.828 -2.372 0.341
H 7.795 4.517 -3.392 0.276
H 8.887 4.722 -0.823 0.299
O -6.735 3.163 2.409 -0.503
C -5.695 3.197 1.437 -0.484
C -4.946 4.534 1.393 -0.129
O -4.435 4.909 0.130 -0.531
H -7.481 3.588 1.979 0.316
H -4.964 2.437 1.713 0.235
H -6.031 2.883 0.449 0.316
H -4.379 4.767 2.293 0.323
H -5.850 5.142 1.351 0.152
H -3.530 5.226 0.168 0.305
O -0.117 -5.216 6.575 -0.505
C -1.344 -5.056 7.262 -0.408
C -2.096 -3.904 6.509 -0.379
O -2.750 -4.139 5.298 -0.522
H -0.116 -6.153 6.367 0.315
H -1.937 -5.970 7.265 0.328
H -1.054 -4.759 8.270 0.248
H -1.463 -3.027 6.372 0.318
H -2.844 -3.628 7.251 0.310
H -2.055 -4.328 4.663 0.295
O -8.758 -3.803 -1.212 -0.504
C -8.170 -3.053 -2.296 -0.295
C -6.614 -3.227 -2.256 -0.291
O -5.894 -2.117 -2.696 -0.505
H -8.831 -3.169 -0.495 0.301
H -8.684 -3.301 -3.224 0.236
H -8.295 -1.990 -2.089 0.244
H -6.323 -4.105 -2.833 0.247
H -6.182 -3.436 -1.278 0.272
H -6.030 -1.429 -2.041 0.294
O 0.053 -7.603 -2.849 -0.485
C -0.740 -6.519 -2.389 -0.478
C -1.100 -5.542 -3.523 -0.347
O 0.042 -4.981 -4.022 -0.480
H 0.808 -7.055 -3.076 0.321
H -1.740 -6.879 -2.147 0.340
H -0.334 -5.945 -1.556 0.291
H -1.886 -4.921 -3.095 0.284
H -1.518 -6.104 -4.358 0.253
H 0.339 -4.192 -3.563 0.302
O -2.742 1.142 -9.888 -0.516
C -2.574 1.954 -8.785 -0.469
C -2.635 1.215 -7.467 -0.299
O -1.263 0.784 -7.268 -0.510
H -3.211 1.638 -10.562 0.308
H -1.643 2.512 -8.883 0.271
H -3.212 2.829 -8.906 0.377
H -3.301 0.380 -7.684 0.209
H -3.168 1.753 -6.684 0.344
H -0.991 0.842 -6.349 0.285
O 6.159 0.306 0.500 -0.495
C 6.795 -0.733 1.236 -0.401
C 6.060 -1.223 2.506 -0.207
O 6.539 -2.541 2.826 -0.500
H 6.843 0.960 0.339 0.298
H 6.860 -1.471 0.437 0.264
H 7.806 -0.372 1.430 0.308
H 4.999 -1.224 2.257 0.202
H 6.238 -0.492 3.294 0.221
H 5.966 -2.789 3.555 0.307
O -2.169 1.405 6.368 -0.494
C -3.072 1.944 7.309 -0.460
C -2.595 1.744 8.753 -0.345
O -1.458 2.603 8.919 -0.523
H -1.323 1.831 6.525 0.305
H -3.183 3.020 7.175 0.278
H -4.065 1.513 7.183 0.352
H -2.428 0.689 8.973 0.286
H -3.327 2.093 9.482 0.315
H -1.093 2.530 9.804 0.285
O 1.330 5.290 1.881 -0.490
C 1.651 6.437 2.651 -0.348
C 1.322 6.433 4.148 -0.332
O 0.882 7.739 4.517 -0.517
H 1.432 5.467 0.943 0.287
H 2.633 6.834 2.393 0.288
H 1.134 7.328 2.293 0.290
H 2.314 6.283 4.574 0.259
H 0.514 5.725 4.331 0.257
H 0.027 7.794 4.084 0.306
O 4.036 -2.792 -5.101 -0.485
C 5.258 -3.501 -5.371 -0.422
C 5.208 -4.735 -6.320 -0.388
O 4.256 -5.617 -5.814 -0.482
H 3.792 -2.302 -5.889 0.299
H 6.034 -2.787 -5.648 0.347
H 5.626 -3.930 -4.440 0.239
H 6.131 -5.287 -6.493 0.327
H 4.916 -4.371 -7.305 0.257
H 3.416 -5.152 -5.790 0.307
```



Relative energy (zero: lowest compared OMol25 entry of this formula, charge and spin) for every record listed, in sequence, given in kJ/mol: 214.0; 157.9; 659.4.
DFT total energy for every record listed, in sequence, given in Ha: -1705.3349; -6085.1267; -2532.6963.
HOMO energy for every record listed, in sequence, given in eV: -9.2; -8.6; -9.6.